*w*
6
Properties=species:S:1:pos:R:3:nbo_charge:R:1 method="wB97M-V/def2-TZVPD" charge=0 homo_lumo_gap_ev=7.768 homo_ha=-0.3190 smiles=SSSS
S -0.6584 -1.5265 0.5856 -0.03
S 1.4080 -0.9614 -0.4700 -0.06
H -2.3690 0.2985 0.9732 0.13
S 1.7457 0.9981 0.1313 -0.08
H 1.8923 1.4629 -1.0359 0.11
S -2.0186 -0.2716 -0.1843 -0.07


*x*
6
Properties=species:S:1:pos:R:3:nbo_charge:R:1 method="wB97M-V/def2-TZVPD" charge=0 homo_lumo_gap_ev="7.202 / 6.911" homo_ha="-0.3266 / -0.3195"
H 2.1951 0.5975 -1.0891 0.14
S -1.6008 -1.7176 -0.1362 -0.13
S -1.5762 0.2041 -0.1334 0.06
S 1.5077 0.0576 0.1161 -0.04
S 1.3702 -1.9172 0.1487 -0.14
H -1.4098 0.5089 1.1842 0.11


Which structure loses on stability? *x* does.


*w*
6
Properties=species:S:1:pos:R:3:nbo_charge:R:1 method="wB97M-V/def2-TZVPD" charge=0 homo_lumo_gap_ev=11.080 homo_ha=-0.3737 smiles="C=C(F)Cl"
C -0.6386 0.4301 0.2591 -0.51
H -1.3444 0.1227 0.9329 0.23
H -0.5276 1.4443 -0.0599 0.23
C 0.3305 -0.3458 -0.1733 0.37
F 0.4371 -1.6529 0.2002 -0.33
Cl 1.7429 0.0015 -1.1591 0.00


*x*
6
Properties=species:S:1:pos:R:3:nbo_charge:R:1 method="wB97M-V/def2-TZVPD" charge=0 homo_lumo_gap_ev="8.221 / 8.225" homo_ha="-0.3808 / -0.3808"
F -2.4791 1.2164 0.1244 -0.25
H 0.5246 -0.0501 -0.5940 0.26
C -1.4700 0.7448 -0.4898 0.69
C -0.3366 0.1945 -0.1388 -0.56
H -0.2506 -0.2346 0.9781 0.26
Cl -1.5438 1.1445 -3.0701 -0.39


Which structure loses on stability? *x* does.


*w*
20
Properties=species:S:1:pos:R:3:nbo_charge:R:1 method="wB97M-V/def2-TZVPD" charge=+1 multiplicity=2 homo_lumo_gap_ev="7.821 / 4.837" homo_ha="-0.4886 / -0.4886"
H 0.3890 0.2846 -0.0895 0.25
N 0.9696 -1.6012 2.0817 0.04
O 4.7389 2.8537 -3.3842 -0.94
O -5.3829 -0.9704 -3.7447 -0.93
H 1.0030 0.9755 1.2265 0.23
H -2.0511 1.1626 0.8404 0.23
H -0.9498 2.0591 1.9788 0.22
H 0.8775 -1.9894 4.1313 0.27
C -0.1841 -0.7494 1.7671 -0.27
H -6.0844 -1.1772 -3.1137 0.47
H 5.1890 2.3320 -4.0570 0.47
H -4.7193 -1.6520 -3.5600 0.46
C -1.0414 1.5049 1.0452 -0.62
H -0.7928 2.2882 0.3380 0.25
H -0.7023 -0.6135 2.7279 0.27
C 0.0734 0.4664 0.9412 -0.45
H -0.9022 -1.4271 1.2772 0.27
H 4.3792 3.6173 -3.8500 0.47
H 1.7040 -3.2105 2.9884 0.27
C 1.2014 -2.2452 3.1194 0.03


*x*
20
Properties=species:S:1:pos:R:3:nbo_charge:R:1 method="wB97M-V/def2-TZVPD" charge=+1 multiplicity=2 homo_lumo_gap_ev="10.818 / 4.623" homo_ha="-0.5234 / -0.5233"
H 0.3237 -0.1272 -2.5067 0.23
H 1.7256 -0.3661 -1.5899 0.22
N 0.7474 -0.7704 2.5480 -0.44
H 1.3278 0.4404 0.6824 0.23
O -1.3158 -1.0107 -0.8108 -0.61
H -1.1541 -0.6216 2.0144 0.27
H -1.9353 -0.7061 -0.1048 0.48
H 0.4447 -1.6899 0.2570 0.21
H 1.0210 -1.6455 -2.3397 0.26
C 0.7938 -0.7759 -1.7784 -0.62
O -1.0914 2.4891 -2.5705 -0.92
H -2.0099 2.5668 -2.2673 0.47
H 1.7465 -0.5279 2.4767 0.40
H 0.6975 -0.7761 3.5846 0.41
H -0.2376 1.2571 0.1105 0.26
C -0.2379 0.1237 1.9527 -0.29
C 0.0470 -0.8804 -0.3832 0.12
H -0.3778 1.1455 2.4334 0.32
H -0.7741 1.5159 -2.2382 0.45
C 0.2589 0.3595 0.5298 -0.44


*y*
20
Properties=species:S:1:pos:R:3:nbo_charge:R:1 method="wB97M-V/def2-TZVPD" charge=+1 multiplicity=2 homo_lumo_gap_ev="11.466 / 6.380" homo_ha="-0.5460 / -0.5459"
C 0.4793 0.9793 1.2542 -0.65
O -0.6776 -0.4299 -1.2378 -0.71
H 2.1375 -0.0990 0.4680 0.30
O -2.9337 0.9005 -0.2837 -0.95
C 0.5125 -0.9203 -0.5936 0.14
H 0.7017 -1.9160 1.3674 0.23
H 0.8605 2.0011 1.2893 0.24
H -0.8098 0.4991 -1.0147 0.48
N 1.5500 1.2110 -0.9728 -0.32
H -3.8293 0.5436 -0.2050 0.49
H 1.9585 0.8973 -1.8541 0.42
H -2.5566 0.0982 -0.6818 0.47
H 1.0673 2.0966 -1.1071 0.42
H 0.8860 0.5005 2.1429 0.26
H -0.6057 0.9171 1.2520 0.27
H -0.9565 -1.4925 0.8107 0.24
C 0.0312 -1.8504 0.5351 -0.64
H 1.1292 -1.4171 -1.3399 0.21
C 1.1964 0.3183 0.0661 -0.13
H -0.1413 -2.8375 0.1047 0.26


*z*
20
Properties=species:S:1:pos:R:3:nbo_charge:R:1 method="wB97M-V/def2-TZVPD" charge=+1 multiplicity=2 homo_lumo_gap_ev="11.408 / 5.571" homo_ha="-0.5223 / -0.5223"
O 1.5180 1.7541 0.9761 -0.63
H 3.7653 2.9265 -0.4559 0.46
H 1.2371 -0.2582 1.5543 0.20
H 3.7868 3.3977 -1.7403 0.46
H -3.1131 -0.8718 -0.0649 0.23
C -1.2616 -1.9020 0.1679 -0.25
C 1.0860 0.4889 0.6144 -0.06
H 1.7275 0.1129 -0.1618 0.19
H -1.0438 -1.6770 1.2420 0.25
H 0.9074 2.1034 1.6258 0.48
H -2.9314 -2.0597 -1.2616 0.24
C -2.7181 -1.8364 -0.1506 -0.64
C -0.3234 0.3967 -0.0512 -0.33
H 0.4500 -1.0966 -0.6927 0.39
H -1.2257 0.5146 0.6490 0.23
H -0.7775 -2.8162 -0.1731 0.24
O 3.2109 3.0061 -1.1886 -0.92
H -0.5055 1.3236 -0.5973 0.32
N -0.5263 -0.8919 -0.6959 -0.11
H -3.2627 -2.6146 0.4044 0.26


Which structure loses on stability? *x* does.


*w*
19
Properties=species:S:1:pos:R:3:nbo_charge:R:1 method="wB97M-V/def2-TZVPD" charge=0 homo_lumo_gap_ev=7.848 homo_ha=-0.3129
H -3.5167 0.3181 1.0828 0.23
H 1.4356 1.2767 0.7080 0.22
C -1.0338 -0.7021 -0.5446 -0.05
H 0.6711 -1.8078 -0.7782 0.22
C -2.6690 0.8283 0.7245 -0.69
H 1.7966 3.2329 0.8085 0.24
S 3.4692 -2.2034 -0.1908 0.09
H -3.0097 1.5676 0.0437 0.23
H 1.2236 -1.5973 0.7546 0.20
N -0.0230 2.5519 -1.5406 -0.02
H -2.0728 1.4143 1.4740 0.24
N 0.7210 2.3617 -0.7182 0.06
H 2.5929 -1.9948 2.0140 0.20
C -0.2823 -1.6903 -1.3468 -0.68
C -1.8285 -0.0853 0.0450 0.00
H -0.1638 -1.2976 -2.3977 0.24
H -0.9236 -2.5907 -1.5012 0.24
C 1.2760 2.2962 0.4244 -0.49
C 2.3372 -1.8783 0.9385 -0.48


*x*
19
Properties=species:S:1:pos:R:3:nbo_charge:R:1 method="wB97M-V/def2-TZVPD" charge=0 homo_lumo_gap_ev=8.902 homo_ha=-0.3038 smiles=CC(C)C#[N+][S-].C#CN
H -0.6966 -1.3220 -1.5817 0.20
N 2.6644 2.4083 0.6853 -0.81
H -2.5133 -0.3970 0.4582 0.24
N 0.4661 0.0911 1.6343 -0.40
C -1.1407 -0.4900 -1.1959 -0.58
H -0.4882 -2.6146 0.2005 0.22
C -1.4786 -0.8132 0.2678 -0.32
H 2.3082 1.9095 1.3729 0.39
C -0.4937 -0.0888 1.0332 0.42
H 3.6248 2.4021 0.6485 0.39
H -1.9463 -2.6315 1.2852 0.22
H -2.0546 -0.2622 -1.7878 0.22
C 1.9915 2.2243 -0.4582 0.18
S 1.6920 -0.0434 2.5903 -0.07
H -0.4360 0.4100 -1.2466 0.23
C 1.3311 2.2192 -1.4566 -0.39
H -2.0411 -2.6936 -0.4974 0.22
C -1.4732 -2.2863 0.3487 -0.59
H 0.6841 1.9781 -2.3007 0.24


Which structure loses on stability? *w* does.


*w*
8
Properties=species:S:1:pos:R:3:nbo_charge:R:1 method="wB97M-V/def2-TZVPD" charge=-2 homo_lumo_gap_ev="5.568 / 4.731" homo_ha="0.0574 / 0.0705"
C -1.8280 0.8309 0.9039 -1.10
H -1.3869 1.1237 1.9051 0.08
P -0.7032 -0.0823 -0.1615 2.18
O 1.0628 0.1804 0.4307 -1.08
P 2.5691 -0.2810 -0.0837 0.43
H 2.2102 -0.8598 -1.4012 -0.12
O -0.9390 0.6080 -1.5252 -1.20
O -0.9851 -1.5199 -0.0681 -1.20


*x*
8
Properties=species:S:1:pos:R:3:nbo_charge:R:1 method="wB97M-V/def2-TZVPD" charge=-2 homo_lumo_gap_ev="5.664 / 5.923" homo_ha="0.0591 / 0.0517" smiles="C=P([O-])([O-])P=O"
H 1.6093 0.3400 0.8375 0.13
O -0.6884 -1.3019 -1.3212 -1.22
O -1.4251 2.1466 -0.5702 -1.12
C 1.4441 -0.2315 0.0347 -1.18
O -0.6541 -1.7810 1.1928 -1.23
H 1.3081 0.3490 -0.8767 0.17
P -0.3482 -0.7995 0.0796 1.80
P -1.2457 1.2783 0.6234 0.65


Which structure loses on stability? *w* does.


*w*
10
Properties=species:S:1:pos:R:3:nbo_charge:R:1 method="wB97M-V/def2-TZVPD" charge=0 homo_lumo_gap_ev=10.724 homo_ha=-0.3692 smiles="CNO[N+](=O)[O-]"
H -0.4526 1.7400 1.0354 0.20
C -0.2720 0.7570 1.2130 -0.43
O 0.0898 -1.0189 -0.2120 -0.32
H 0.8581 0.4536 1.2438 0.23
O 0.7800 0.2014 -2.0500 -0.27
N 0.8510 -0.8360 -1.5784 0.73
H -0.8330 0.4269 2.2174 0.18
N -0.7360 0.1572 -0.0356 -0.33
H -1.7411 -0.0505 0.0172 0.36
O 1.4557 -1.8307 -1.8509 -0.33


*x*
10
Properties=species:S:1:pos:R:3:nbo_charge:R:1 method="wB97M-V/def2-TZVPD" charge=0 homo_lumo_gap_ev=10.962 homo_ha=-0.3758
O -1.9261 -0.1129 1.7475 -0.41
H -1.0206 0.2520 1.7662 0.48
C -0.3791 -0.3859 -0.6533 0.35
H -0.2395 -0.5365 -1.8191 0.18
H 1.6797 1.5660 -1.1995 0.37
H 2.5590 0.6066 0.0760 0.38
N 0.4588 0.2327 0.0980 -0.43
N 1.9598 0.6289 -0.7825 -0.67
O -1.5913 -1.2407 1.0546 -0.02
O -1.5007 -1.0101 -0.2878 -0.23


Which structure loses on stability? *x* does.